The following is a DFT calculation (ωB97M-V/def2-TZVPD) of one molecule with the formula C2H4N4 in a non-equilibrium geometry.

Geometry as XYZ:
```
10
Properties=species:S:1:pos:R:3:forces:R:3:mulliken_charge:R:1
N 1.7692 -0.1071 0.0224 0.45 1.48 -0.35 -0.43
C 0.3884 -0.1377 -0.0384 1.15 -0.30 -0.69 0.47
N -0.3753 -1.1979 -0.0863 0.17 0.22 0.48 -0.60
C -1.6377 -0.6294 0.0015 0.64 -3.97 -0.35 0.01
N -1.6795 0.6164 0.0623 -0.76 3.09 -0.86 -0.61
N -0.3673 0.9874 -0.1506 0.10 1.43 1.75 0.02
H 2.2953 -0.9756 0.2513 -0.74 1.48 -0.55 0.24
H 2.2261 0.8355 -0.2252 -0.73 -2.72 0.74 0.23
H -2.4643 -1.3195 -0.0644 -0.39 0.41 0.34 0.38
H -0.1548 1.9279 0.2275 0.13 -1.13 -0.51 0.28
```
Positions in Å, forces in eV/Å.

The calculation puts the orbital gap at 9.64 eV. The highest occupied orbital energy is -8.94 eV. As for the lowest unoccupied orbital energy: 0.0258 Ha. The maximum force comes out at 0.079 Eh/bohr. The calculation puts the molar mass at 84.1 g mol⁻¹. Its SMILES is Nc1ncn[nH]1.


The following is a DFT calculation (ωB97M-V/def2-TZVPD) of a 2-piece molecular cluster, C2H10N3 overall in a non-equilibrium geometry.

Geometry as XYZ:
```
15
Properties=species:S:1:pos:R:3:forces:R:3:mulliken_charge:R:1
C -1.4983 -0.7387 -1.8905 1.29 0.51 -1.53 -0.76
N -0.2937 0.1404 -1.6893 -0.53 -0.24 1.62 -0.34
H -2.0747 -0.7595 -1.0017 -0.49 -0.07 0.73 0.30
H -2.0667 -0.4115 -2.7532 -0.20 0.09 0.06 0.34
H -1.0439 -1.6921 -2.1372 -0.42 -0.35 0.24 0.32
H -0.4294 1.1445 -1.5984 -0.44 0.00 -0.61 0.37
H 0.4496 -0.0606 -2.3423 0.13 0.06 -0.16 0.35
H 0.0355 -0.0942 -0.6306 0.96 0.15 -0.60 0.35
N 0.9615 0.7817 2.8306 -0.93 -0.17 -0.17 -0.35
C 1.3273 0.3192 1.6543 0.12 1.14 -1.23 0.08
N 0.5408 -0.2713 0.7648 0.81 -1.13 1.14 -0.71
H 1.4536 1.5277 3.2990 0.43 -0.38 0.14 0.28
H -0.0377 0.7360 3.0031 0.17 -0.10 0.29 0.29
H 2.3469 0.5791 1.3642 0.10 0.34 0.07 0.33
H 0.3294 -1.2006 1.1274 -1.01 0.15 0.01 0.16
```
Positions in Å, forces in eV/Å.

The total charge is +1. The calculation puts the orbital gap at 9.99 eV. The highest occupied orbital energy is -13.09 eV. As for the lowest unoccupied orbital energy: -0.1136 Ha. The maximum force comes out at 0.040 Eh/bohr. The calculation puts the molar mass at 76.1 g mol⁻¹.


The following is a DFT calculation (ωB97M-V/def2-TZVPD) of one molecule with the formula CH3Cl2OP in a non-equilibrium geometry.

Geometry as XYZ:
```
8
Properties=species:S:1:pos:R:3:forces:R:3:mulliken_charge:R:1
O -0.4189 1.6382 -0.1105 -0.96 0.74 -1.78 -0.48
C -0.2675 0.3664 0.4394 -3.10 -1.65 0.36 -0.41
P 0.0472 -1.1280 -0.8038 -2.24 1.00 0.71 0.31
Cl 1.8280 -0.6353 -1.4928 1.44 0.57 -0.49 -0.16
Cl 0.5208 -2.4237 0.6702 0.14 -0.53 0.57 -0.19
H -1.0653 1.7804 -0.8909 1.42 -1.08 2.09 0.33
H 0.6495 0.3599 0.9974 0.19 0.23 0.71 0.34
H -1.2938 0.0420 1.1911 3.12 0.72 -2.17 0.26
```
Positions in Å, forces in eV/Å.

The calculation puts the orbital gap at 9.79 eV. The highest occupied orbital energy is -9.32 eV. As for the lowest unoccupied orbital energy: 0.0171 Ha. The maximum force comes out at 0.075 Eh/bohr. The calculation puts the molar mass at 132.9 g mol⁻¹. Its SMILES is OCP(Cl)Cl.


The following is a DFT calculation (ωB97M-V/def2-TZVPD) of one molecule with the formula C31H31N3O2 in a non-equilibrium geometry.

Geometry as XYZ:
```
67
Properties=species:S:1:pos:R:3:forces:R:3:mulliken_charge:R:1
C -3.1932 -1.0516 0.4488 -0.20 0.37 0.42 -0.65
C -2.6701 -1.2920 -0.9338 -0.16 -0.50 -0.27 0.14
C -3.4186 -2.4320 -1.6022 -0.60 -0.11 -0.35 -1.70
N -1.2669 -1.6896 -0.8534 1.50 -0.62 -0.03 0.99
N -1.0114 -2.9380 -1.1881 1.34 0.75 -0.29 -1.23
N 0.3096 -3.0237 -1.2714 -1.72 0.49 0.48 0.74
C 0.8324 -4.4034 -1.4812 0.17 -0.33 0.00 0.54
C 0.1455 -5.1246 -2.6310 -0.19 -0.28 -0.40 -1.29
C 0.7072 -5.1763 -0.1837 0.19 -0.31 0.45 -1.47
C 0.8943 -1.8353 -0.9241 -0.14 -0.03 0.13 0.03
C 2.3481 -1.7603 -0.9239 1.78 -0.25 -0.25 0.38
C 3.0691 -1.4957 0.2606 -1.07 -0.14 -0.87 -0.26
C 4.4432 -1.6485 0.2802 0.18 -0.06 0.37 -0.74
C 5.1258 -2.0663 -0.8486 0.19 -0.02 -0.75 -0.45
C 4.4527 -2.2677 -2.0622 -0.34 -0.14 0.20 -0.62
C 3.0671 -2.1499 -2.0942 -0.73 0.36 0.47 -0.56
C -0.1309 -0.9293 -0.6228 0.01 -0.20 0.73 0.31
C -0.1717 0.5812 -0.3512 0.23 0.74 -2.47 -0.93
H -4.2705 -0.8854 0.3879 0.08 0.00 0.16 0.49
H -2.9857 -1.9305 1.0739 -0.15 0.22 -0.09 0.33
H -2.7197 -0.1780 0.8963 -0.14 -0.14 0.14 -0.15
H -2.6570 -0.4088 -1.5738 -0.28 0.13 0.13 0.42
H -4.4664 -2.1288 -1.7170 0.21 -0.10 0.09 0.46
H -3.0237 -2.6600 -2.6007 -0.12 0.03 0.28 0.41
H -3.3653 -3.3431 -0.9820 -0.16 0.43 -0.32 0.34
H 1.8831 -4.3326 -1.7409 0.08 0.36 0.16 0.14
H 0.2767 -6.2067 -2.4969 0.02 0.31 0.03 0.40
H -0.9260 -4.9411 -2.6998 0.04 0.08 0.18 0.30
H 0.5952 -4.8816 -3.5932 -0.04 0.19 -0.01 0.31
H 1.0246 -6.2192 -0.3377 -0.07 0.40 0.02 0.43
H 1.3485 -4.7439 0.5858 -0.03 0.02 0.04 0.36
H -0.3166 -5.1866 0.1918 -0.04 0.01 -0.12 0.34
H 2.4908 -1.2360 1.1435 0.30 0.08 0.01 0.40
H 4.9776 -1.4786 1.2109 -0.03 -0.02 -0.17 0.43
H 6.1988 -2.2477 -0.8178 -0.20 0.19 0.09 0.38
H 4.9788 -2.5547 -2.9774 -0.08 0.09 0.46 0.39
H 2.4924 -2.3702 -3.0125 0.47 0.25 0.50 0.43
H 0.6460 0.9831 -0.9341 -0.25 -0.20 -1.67 0.58
H -1.1650 0.8724 -0.7945 1.12 0.22 0.34 0.00
C 0.1531 7.8313 0.4032 0.00 -0.52 -0.25 -0.41
C -0.2800 6.7992 1.2549 -0.19 -0.66 -0.21 -0.43
C -0.3388 5.4868 0.7484 0.70 0.52 -0.32 0.11
C 0.0379 5.2308 -0.5701 0.36 0.61 0.33 0.08
C 0.4667 6.2545 -1.4207 -0.37 -0.64 0.29 -0.51
C 0.5200 7.5616 -0.9270 -0.19 -0.29 0.44 -0.42
C 0.1643 3.7311 -0.7577 -0.28 -0.03 0.77 0.40
O 0.4562 3.2208 -1.8412 0.20 -0.31 -0.12 -0.82
C -0.0976 3.1075 0.5195 -0.37 -0.09 -0.32 -0.86
C 0.1468 1.6066 0.8099 -0.04 -0.16 1.79 2.06
C -0.7409 1.0903 1.8947 -0.65 -0.38 0.80 -0.22
C -1.9806 1.6417 2.2465 0.17 -0.27 0.63 -0.17
C -2.5623 1.2826 3.4682 0.23 -0.26 0.12 -0.88
C -1.9476 0.3225 4.2749 -0.14 -0.48 0.32 -0.63
C -0.9235 -0.4687 3.7364 0.11 -0.12 0.10 -0.84
C -0.3727 -0.1131 2.5101 0.08 0.29 0.46 0.13
C -0.5124 4.1462 1.4863 -0.04 0.26 -0.89 -0.11
O -0.9649 4.1473 2.6297 0.47 -0.54 -0.16 -0.74
H 0.2454 8.8422 0.7887 -0.07 -0.09 -0.05 0.36
H -0.5425 6.9964 2.3008 0.13 -0.09 -0.43 0.40
H 0.7654 5.9838 -2.4326 0.03 0.22 0.17 0.41
H 0.8839 8.3558 -1.5684 -0.06 0.04 0.08 0.37
H 1.2477 1.5442 1.1811 -1.66 -0.50 -0.81 0.37
H -2.5040 2.3311 1.5968 0.42 0.39 0.14 0.49
H -3.4603 1.7875 3.8320 0.30 -0.10 -0.23 0.40
H -2.2802 0.1361 5.3119 0.01 0.09 -0.77 0.36
H -0.5009 -1.3284 4.2807 -0.41 0.46 -0.22 0.40
H 0.3728 -0.7466 2.0133 0.08 0.36 0.51 0.27
```
Positions in Å, forces in eV/Å.

The calculation puts the orbital gap at 5.85 eV. The highest occupied orbital energy is -6.30 eV. As for the lowest unoccupied orbital energy: -0.0168 Ha. The maximum force comes out at 0.050 Eh/bohr. The calculation puts the molar mass at 477.6 g mol⁻¹.


The following is a DFT calculation (ωB97M-V/def2-TZVPD) of C27H28FN6O10Pb as an isolated structure in a non-equilibrium geometry.

Geometry as XYZ:
```
73
Properties=species:S:1:pos:R:3:forces:R:3:mulliken_charge:R:1
Pb 0.1133 0.1796 1.2180 -1.18 0.15 0.84 1.86
O -1.5789 3.4538 6.6489 -0.28 0.16 0.12 -0.52
C -1.1810 2.8258 5.5375 0.38 -0.29 -0.41 1.12
C 0.1145 2.3323 5.3663 -0.35 0.18 0.08 -0.52
C 0.4001 1.6800 4.1863 1.12 -0.41 -0.07 -0.04
N -0.4901 1.4992 3.2352 -0.19 -0.09 -0.31 -0.12
C -1.7288 1.9661 3.3805 0.03 -0.13 -0.04 0.19
C -2.1165 2.6405 4.5133 -0.08 0.20 0.22 -0.77
C -2.7039 1.5825 2.2834 -1.07 0.63 0.31 0.22
O -3.8508 2.0411 2.3453 0.48 -0.48 0.01 -0.78
O -2.2743 0.7557 1.4248 0.76 -0.68 -0.71 -0.53
C 1.8190 1.0529 3.9379 -1.43 1.36 0.98 0.28
O 2.6879 1.4115 4.7097 0.26 -0.54 -0.38 -0.65
O 1.8393 0.2362 2.9687 0.50 -0.83 -1.21 -0.60
H -0.8616 3.5307 7.2864 0.11 -0.02 -0.01 0.31
H 0.8785 2.4377 6.1246 0.08 -0.02 -0.06 0.49
H -3.1257 3.0115 4.6169 -0.01 -0.05 -0.07 0.59
N -0.8065 -2.0099 2.2827 0.17 0.60 0.47 -0.31
C -2.0665 -2.3479 1.6417 -0.05 0.01 -1.63 0.75
C -2.4886 -3.7915 1.9989 -0.23 0.31 0.11 -1.09
C -3.5985 -4.5643 1.2576 0.20 0.10 0.04 -0.57
C -5.0539 -4.0585 1.1497 0.42 -0.12 -0.22 -0.95
N -5.5348 -3.1931 2.2190 -0.05 0.24 0.08 -0.16
C -5.8537 -1.9012 2.1184 0.33 -0.76 -0.12 0.84
N -6.4553 -1.3043 3.1458 -0.03 1.17 0.10 -0.45
N -5.6202 -1.2054 1.0177 0.41 0.17 -0.18 -0.38
C -1.9124 -2.0944 0.0443 -0.93 -0.57 2.10 0.51
O -2.9270 -2.3395 -0.6075 0.12 0.11 -0.18 -0.71
O -0.7820 -1.6772 -0.3025 0.69 0.85 -0.75 -0.73
H -0.1017 -2.7243 2.1316 0.00 0.02 0.07 0.23
H -0.8913 -1.8168 3.2757 0.01 -0.17 0.00 0.25
H -2.7958 -1.5904 1.9122 -0.16 -0.02 0.31 -0.13
H -2.7176 -3.7990 3.0704 0.09 -0.01 0.02 0.33
H -1.5862 -4.3972 1.8692 -0.07 -0.11 0.11 0.38
H -3.6446 -5.5375 1.7519 0.14 -0.03 -0.02 0.52
H -3.2480 -4.7390 0.2420 -0.17 -0.06 -0.08 0.30
H -5.7025 -4.9349 1.1543 -0.05 0.05 -0.15 0.39
H -5.1920 -3.5638 0.1959 -0.05 0.17 -0.05 0.40
H -5.7941 -3.6498 3.0763 0.02 0.02 0.10 0.23
H -6.6885 -1.8005 3.9859 0.03 0.02 0.04 0.19
H -6.4279 -0.2821 3.1707 -0.17 -0.66 0.21 0.23
H -4.9543 -1.5446 0.3250 0.08 0.03 0.10 0.14
H -5.7170 -0.2013 1.0824 0.09 0.02 -0.20 0.26
C 4.0388 3.7248 -4.9831 -0.08 -0.08 0.12 -1.31
C 3.3575 2.4078 -5.3581 0.30 0.29 -0.45 -0.24
C 4.2097 1.5291 -6.2644 0.01 -0.12 0.17 -1.06
C 5.4619 1.0537 -5.5408 -0.06 0.03 -0.07 -1.02
C 5.1146 0.4351 -4.2161 -0.14 0.21 -0.16 1.00
C 5.9742 -0.4622 -3.6207 0.02 -0.11 0.13 -0.73
C 5.6363 -1.0573 -2.4131 -0.03 0.11 -0.22 0.00
F 6.4841 -1.9198 -1.8724 0.06 -0.08 0.06 -0.32
C 4.4493 -0.7795 -1.7716 -0.20 0.13 -0.03 -0.88
C 3.5829 0.1469 -2.3382 0.23 -0.26 0.35 0.24
C 2.3393 0.4833 -1.5993 0.75 -0.32 -0.48 1.35
O 2.0837 -0.0579 -0.5309 0.02 -0.03 -0.27 -0.83
C 1.5371 1.4840 -2.2651 -1.39 0.43 1.08 -0.06
C 1.8932 1.9990 -3.4843 0.27 0.05 -0.53 -0.13
N 3.0194 1.6732 -4.1233 -0.40 -0.02 0.48 0.13
C 3.9038 0.7585 -3.5652 0.32 -0.29 0.06 -0.27
C 0.2346 2.0471 -1.5924 1.02 -0.42 -0.98 0.39
O -0.5930 2.3898 -2.4222 -0.13 0.04 0.32 -0.61
O 0.2761 2.0651 -0.3414 -0.54 -0.06 0.77 -0.79
H 4.3418 4.2533 -5.8853 0.00 -0.02 -0.02 0.38
H 4.9197 3.5475 -4.3660 0.02 0.03 -0.01 0.40
H 3.3571 4.3662 -4.4249 0.01 0.01 0.01 0.40
H 2.4143 2.6223 -5.8614 -0.06 -0.06 0.12 0.48
H 4.4799 2.0988 -7.1517 -0.08 0.01 -0.03 0.42
H 3.6224 0.6652 -6.5834 -0.01 0.02 -0.04 0.37
H 6.1490 1.8891 -5.3821 0.02 -0.02 0.01 0.36
H 5.9914 0.3236 -6.1520 0.04 0.01 0.02 0.50
H 6.9138 -0.7211 -4.0913 -0.01 -0.01 -0.01 0.56
H 4.1890 -1.2555 -0.8371 0.03 0.02 0.04 0.67
H 1.2383 2.7212 -3.9556 0.00 -0.03 -0.03 0.60
```
Positions in Å, forces in eV/Å.

The total charge is +1. The calculation puts the orbital gap (spin up / spin down) at 5.60 / 4.49 eV. The highest occupied orbital energy (spin up / spin down) is -11.13 / -10.88 eV. As for the lowest unoccupied orbital energy (spin up / spin down): -0.2031 / -0.2349 Ha. The maximum force comes out at 0.046 Eh/bohr. The calculation puts the molar mass at 822.8 g mol⁻¹.


The following is a DFT calculation (ωB97M-V/def2-TZVPD) of one molecule with the formula C5H7NO in a non-equilibrium geometry.

Geometry as XYZ:
```
14
Properties=species:S:1:pos:R:3:forces:R:3:mulliken_charge:R:1
C 0.9596 1.5365 0.7350 -0.01 -0.57 0.35 -0.63
C 0.5936 0.3495 1.2323 0.17 0.65 0.13 -0.06
C 0.9627 -0.9664 0.6218 0.47 0.18 -0.10 -0.41
O -0.1747 -1.5799 -0.0295 -0.05 -0.56 0.60 -0.35
C -0.8705 -0.8050 -0.8107 0.22 1.46 -1.16 0.20
C -1.0110 0.1823 -1.6363 0.29 -1.20 0.43 -0.14
N -2.2489 -0.4777 -0.8755 -0.65 0.21 -0.23 -0.53
H 1.5976 1.6108 -0.1494 -0.22 -0.03 0.23 0.25
H 0.6578 2.4669 1.2196 0.08 -0.28 -0.18 0.25
H -0.0347 0.3017 2.1270 0.13 0.04 -0.31 0.29
H 1.7742 -0.8588 -0.1122 -0.16 0.02 0.17 0.31
H 1.2575 -1.6933 1.3884 -0.05 0.18 -0.27 0.22
H -0.7316 1.0576 -2.2042 -0.33 -0.19 0.35 0.38
H -2.7315 -1.1241 -1.5063 0.13 0.10 -0.02 0.21
```
Positions in Å, forces in eV/Å.

The calculation puts the orbital gap at 8.90 eV. The highest occupied orbital energy is -7.88 eV. As for the lowest unoccupied orbital energy: 0.0373 Ha. The maximum force comes out at 0.037 Eh/bohr. The calculation puts the molar mass at 97.1 g mol⁻¹. Its SMILES is C=CCOC1=CN1.


Q: What is the formula in the third record?
A: CH3Cl2OP


Q: Which value of maximum force does entry 2 give?
A: 0.040 Eh/bohr


Q: Which of these has the lowest maximum force?
A: C5H7NO